[1]
Molecular formula: C83H179N5O14P2
Method: DFT, ωB97M-V/def2-TZVPD

The calculation puts the LUMO energy (spin up / spin down) at -5.24 / -8.80 eV. The net charge is +3. The multiplicity is 2. For the HOMO energy (spin up / spin down), the calculation gives -11.4 / -11.4 eV. The gap between HOMO and LUMO (spin up / spin down) is 6.16 / 2.60 eV.

Element x y z (Å)
C (-4.8946, -4.6789, -1.5057)
C (-5.1477, -3.6287, -2.6880)
C (-6.4751, -3.7197, -3.4651)
C (-6.5714, -4.8761, -4.5187)
N (-7.9359, -4.9565, -5.1959)
C (-8.5501, -3.6641, -5.7695)
C (-9.3613, -4.1735, -6.9898)
C (-8.5329, -5.3162, -7.5731)
C (-7.8651, -5.9646, -6.3405)
C (-9.0686, -5.4305, -4.2850)
H (-5.7667, -4.8785, -0.8830)
H (-3.9521, -4.4698, -0.9995)
H (-4.9763, -5.6733, -1.9445)
H (-4.2922, -3.6639, -3.3626)
H (-5.2233, -2.6537, -2.2066)
H (-6.5747, -2.7386, -3.9293)
H (-7.2950, -3.9030, -2.7707)
H (-6.3513, -5.8972, -4.2071)
H (-5.8995, -4.5695, -5.3204)
H (-9.1437, -3.1296, -5.0279)
H (-7.9297, -2.9428, -6.3015)
H (-10.3653, -4.5068, -6.7271)
H (-9.4961, -3.3645, -7.7077)
H (-9.2181, -6.0292, -8.0317)
H (-7.7932, -4.8506, -8.2244)
H (-8.3039, -6.9145, -6.0352)
H (-6.8174, -6.2633, -6.3758)
H (-8.6411, -6.3312, -3.8444)
H (-9.9592, -5.7306, -4.8370)
H (-9.3396, -4.6701, -3.5526)
C (0.5919, 3.1338, -7.6996)
C (-0.9320, 3.4968, -8.0018)
C (-1.9076, 3.2142, -6.8768)
C (-1.9050, 1.7783, -6.4381)
N (-3.0975, 1.2951, -5.6014)
C (-3.0421, -0.2174, -5.3225)
C (-4.4567, -0.7064, -5.1876)
C (-5.3113, 0.1397, -6.0676)
C (-4.4251, 1.4061, -6.4263)
C (-3.2767, 2.0152, -4.2570)
H (1.1301, 3.4087, -8.6067)
H (0.7613, 2.0577, -7.6598)
H (1.0471, 3.6014, -6.8266)
H (-1.2123, 2.9676, -8.9125)
H (-0.9823, 4.5100, -8.4005)
H (-2.9077, 3.4293, -7.2529)
H (-1.8594, 3.7910, -5.9532)
H (-1.0888, 1.5403, -5.7559)
H (-1.8490, 1.0721, -7.2664)
H (-2.4820, -0.4621, -4.4200)
H (-2.6341, -0.7428, -6.1860)
H (-4.7678, -0.6262, -4.1461)
H (-4.3065, -1.7634, -5.4076)
H (-6.2525, 0.4974, -5.6499)
H (-5.7391, -0.5106, -6.8305)
H (-4.9273, 2.3641, -6.2924)
H (-4.1371, 1.2612, -7.4675)
H (-4.0427, 1.4484, -3.7279)
H (-3.7013, 2.9711, -4.5638)
H (-2.3316, 2.1306, -3.7263)
C (3.8880, 7.4049, 3.7787)
C (5.1017, 6.5981, 3.3386)
C (5.3040, 5.3228, 4.1257)
C (4.5224, 4.0945, 3.6634)
N (4.4419, 3.0349, 4.8274)
C (5.7123, 2.4745, 5.2906)
C (5.7817, 0.9262, 5.1708)
C (4.3339, 0.6589, 4.9980)
C (3.6788, 1.7889, 4.2641)
C (3.6218, 3.6835, 5.9408)
H (2.9101, 6.9452, 3.6351)
H (3.8312, 8.3248, 3.1967)
H (3.8476, 7.7720, 4.8042)
H (5.9152, 7.3175, 3.4323)
H (5.0523, 6.3365, 2.2816)
H (5.2790, 5.5574, 5.1898)
H (6.3103, 5.0588, 3.8004)
H (4.8665, 3.6702, 2.7202)
H (3.4544, 4.2603, 3.5225)
H (5.7985, 2.6066, 6.3691)
H (6.5023, 3.0246, 4.7794)
H (6.2748, 0.4497, 6.0181)
H (6.5049, 0.7218, 4.3813)
H (3.8573, 0.6433, 5.9782)
H (4.2774, -0.2763, 4.4410)
H (2.6117, 1.9222, 4.4421)
H (3.9596, 1.7774, 3.2109)
H (2.8082, 4.2321, 5.4661)
H (4.2853, 4.3376, 6.5065)
H (3.3239, 2.9094, 6.6479)
C (-3.5030, -0.0323, -0.0797)
C (-2.0865, -0.5845, -0.2554)
C (-1.1141, 0.3395, -1.0426)
C (0.3423, -0.0923, -1.0498)
N (1.3916, 1.0707, -1.3143)
C (2.7616, 0.6512, -0.7805)
C (2.9885, 1.2980, 0.5173)
C (2.4872, 2.6412, 0.3874)
C (1.1891, 2.2897, -0.3826)
C (1.4865, 1.3777, -2.8659)
H (-4.0770, -0.3671, 0.7843)
H (-4.0467, -0.2738, -0.9931)
H (-3.4776, 1.0573, -0.0640)
H (-2.1384, -1.6449, -0.5024)
H (-1.7692, -0.6630, 0.7845)
H (-1.2927, 1.3756, -0.7552)
H (-1.4492, 0.3047, -2.0793)
H (0.6208, -0.8668, -1.7644)
H (0.6950, -0.2584, -0.0319)
H (3.3962, 1.2022, -1.4746)
H (2.9166, -0.4273, -0.8129)
H (4.0780, 1.3093, 0.4847)
H (2.4531, 0.8139, 1.3341)
H (3.0796, 3.3995, -0.1245)
H (2.2293, 3.0300, 1.3725)
H (0.5470, 3.0071, -0.8936)
H (0.5842, 1.8684, 0.4203)
H (0.4605, 1.4435, -3.2279)
H (2.1639, 0.6395, -3.2953)
H (2.0024, 2.3355, -2.9342)
C (2.3708, 6.5081, 0.6907)
C (2.4659, 6.1070, -0.7441)
C (3.8891, 6.1296, -1.4084)
C (3.9107, 6.1887, -2.9338)
N (4.9851, 5.3042, -3.6123)
C (4.6027, 3.8621, -3.6200)
C (3.9484, 3.5864, -4.9509)
C (4.2200, 4.7515, -5.8435)
C (5.1771, 5.6930, -5.1270)
C (6.3641, 5.5103, -2.8814)
H (3.0624, 6.0936, 1.4242)
H (1.3650, 6.5998, 1.1004)
H (2.6899, 7.5348, 0.8700)
H (1.7633, 6.7593, -1.2628)
H (1.9125, 5.1764, -0.8707)
H (4.4248, 5.3919, -0.8110)
H (4.3967, 7.0436, -1.0999)
H (3.9337, 7.1668, -3.4143)
H (3.0510, 5.6103, -3.2721)
H (5.4844, 3.2395, -3.4682)
H (3.9615, 3.5504, -2.7955)
H (4.3771, 2.7146, -5.4452)
H (2.8723, 3.4548, -4.8379)
H (4.7375, 4.3929, -6.7333)
H (3.3482, 5.3533, -6.1000)
H (6.1516, 5.2849, -5.3953)
H (5.1088, 6.7736, -5.2526)
H (6.1686, 5.2433, -1.8429)
H (6.6062, 6.5604, -3.0452)
H (7.1720, 4.8702, -3.2359)
C (5.9707, -2.2416, 2.8036)
C (5.0421, -1.4791, 1.8296)
C (3.7758, -2.1629, 1.3197)
C (4.0447, -3.4273, 0.4704)
P (2.6908, -4.6084, 0.4757)
C (2.7036, -5.5271, 2.0677)
C (4.0901, -6.0392, 2.7508)
C (3.9042, -7.2187, 3.6559)
C (5.2900, -7.5402, 4.3737)
C (0.9395, -3.9162, 0.1474)
C (-0.0943, -5.0220, -0.0817)
C (-1.2895, -4.5067, -0.9943)
C (-1.0494, -3.8666, -2.3682)
C (3.0668, -5.8683, -0.8436)
C (3.4794, -5.2026, -2.1726)
C (3.8036, -6.1666, -3.4028)
C (2.5926, -6.9984, -3.8284)
H (6.6779, -2.8119, 2.2014)
H (5.4694, -3.0368, 3.3554)
H (6.7109, -1.6556, 3.3484)
H (5.5474, -1.0289, 0.9751)
H (4.7508, -0.5773, 2.3682)
H (3.0861, -1.4810, 0.8224)
H (3.3202, -2.5807, 2.2175)
H (4.8985, -3.9536, 0.8971)
H (4.2479, -3.1075, -0.5516)
H (1.9963, -6.3553, 2.0227)
H (2.1723, -4.8149, 2.6991)
H (4.3967, -5.1807, 3.3484)
H (4.9166, -6.1537, 2.0496)
H (3.5155, -8.0690, 3.0957)
H (3.2031, -6.9811, 4.4560)
H (5.8787, -8.2070, 3.7437)
H (4.9919, -7.9059, 5.3562)
H (5.8489, -6.6075, 4.4499)
H (0.9714, -3.2220, -0.6924)
H (0.7541, -3.3573, 1.0646)
H (-0.3545, -5.4740, 0.8754)
H (0.5102, -5.7584, -0.6113)
H (-1.8547, -3.8554, -0.3275)
H (-1.8283, -5.4465, -1.1147)
H (-1.9681, -3.6187, -2.8998)
H (-0.3569, -4.4387, -2.9858)
H (-0.6271, -2.8714, -2.2293)
H (2.3661, -6.6815, -1.0328)
H (3.9281, -6.4019, -0.4416)
H (4.3105, -4.5057, -2.0647)
H (2.6607, -4.5075, -2.3589)
H (4.6254, -6.8643, -3.2416)
H (4.0623, -5.5930, -4.2928)
H (2.6318, -7.7512, -3.0411)
H (2.7131, -7.5965, -4.7316)
H (1.6901, -6.3899, -3.8858)
C (-6.0049, -1.0194, 10.1071)
C (-6.2600, 0.1831, 9.1441)
C (-5.2135, 0.6037, 8.2299)
C (-5.1193, -0.3860, 7.0351)
P (-4.0102, -0.0472, 5.6268)
C (-2.4736, 0.9262, 6.0180)
C (-1.5389, 0.1954, 7.0373)
C (-0.7172, 1.1917, 7.9717)
C (0.3697, 1.9821, 7.1954)
C (-4.9644, 0.9227, 4.4698)
C (-4.1599, 1.7113, 3.4431)
C (-4.8951, 2.5466, 2.3845)
C (-4.1203, 3.5679, 1.6208)
C (-3.5822, -1.6590, 4.8242)
C (-2.5674, -1.5487, 3.6227)
C (-2.1623, -2.8912, 3.0024)
C (-3.2590, -3.7436, 2.4230)
H (-6.4310, -1.9251, 9.6755)
H (-6.5402, -0.7881, 11.0279)
H (-4.9613, -0.9954, 10.4210)
H (-6.5698, 1.0412, 9.7406)
H (-7.1678, -0.0728, 8.5978)
H (-4.2887, 0.5479, 8.8040)
H (-5.4333, 1.5772, 7.7917)
H (-6.0362, -0.5776, 6.4776)
H (-4.6288, -1.2685, 7.4457)
H (-2.8111, 1.9035, 6.3633)
H (-1.8578, 1.0369, 5.1255)
H (-0.8503, -0.4076, 6.4454)
H (-2.1086, -0.5171, 7.6339)
H (-0.2844, 0.5526, 8.7414)
H (-1.5223, 1.7565, 8.4416)
H (0.7787, 2.7479, 7.8544)
H (0.1544, 2.6116, 6.3319)
H (1.3177, 1.5292, 6.9050)
H (-5.6340, 1.5782, 5.0267)
H (-5.5991, 0.2793, 3.8605)
H (-3.3971, 1.1643, 2.8889)
H (-3.7625, 2.5543, 4.0085)
H (-5.7518, 2.9615, 2.9156)
H (-5.2844, 1.8460, 1.6458)
H (-4.6591, 4.4319, 1.2318)
H (-3.3745, 3.2006, 0.9158)
H (-3.3501, 3.9508, 2.2903)
H (-4.5028, -2.1077, 4.4511)
H (-3.1800, -2.3610, 5.5546)
H (-1.6416, -1.0222, 3.8547)
H (-3.0402, -1.0341, 2.7863)
H (-1.6615, -3.5599, 3.7025)
H (-1.4225, -2.7961, 2.2075)
H (-3.7034, -3.3220, 1.5214)
H (-3.9226, -3.8771, 3.2773)
H (-2.7989, -4.6320, 1.9904)
C (2.5581, -2.4004, -5.1248)
C (3.5386, -1.6937, -4.1083)
O (3.3582, -1.8364, -2.9041)
O (4.3088, -0.8547, -4.5375)
H (1.7850, -2.8908, -4.5332)
H (3.0678, -3.2347, -5.6067)
H (2.2275, -1.6654, -5.8587)
O (7.2161, 1.6284, 0.5542)
C (7.0255, 2.5498, -0.3722)
O (8.0515, 3.0381, -0.7804)
O (5.9662, 2.7224, -0.9943)
H (8.1409, 1.8857, 0.5491)
O (0.8290, -0.3794, 4.3746)
C (1.0115, -1.3832, 3.5188)
O (0.9224, -1.1447, 2.3240)
O (1.3769, -2.4676, 3.9670)
H (0.9613, 0.3809, 3.8036)
O (-1.1816, 4.1516, 3.7889)
C (0.1091, 4.2836, 3.6192)
O (0.6958, 3.1845, 3.3138)
O (0.6685, 5.3073, 3.9449)
H (-0.9044, 3.2343, 3.7318)
O (-0.9070, 5.9507, -2.9450)
C (-0.5563, 4.7586, -3.4252)
O (-1.0856, 3.9412, -2.7533)
O (0.2368, 4.5687, -4.3767)
H (-1.3492, 5.2669, -2.4366)

[2]
Molecular formula: C83H76Cl2F13NOPS
Method: DFT, ωB97M-V/def2-TZVPD

The calculation puts the LUMO energy at -4.10 eV. The net charge is +1. For the energy above the lowest of the compared OMol25 structures with the same formula, charge and spin, the calculation gives 49.0 kcal per mole. The multiplicity is 1. For the HOMO energy, the calculation gives -10.2 eV. The gap between HOMO and LUMO is 6.09 eV.

Element x y z (Å)
C (-2.3347, 1.6802, 1.2157)
C (-0.9970, 2.1230, 0.3206)
Cl (-0.0338, 3.3861, 1.3016)
C (-0.1005, 0.8485, -0.1894)
Cl (-0.7948, -0.7216, 0.6024)
S (1.7119, 0.9113, 0.3604)
C (2.7567, 1.9516, -0.8044)
C (3.8729, 2.7302, 0.1568)
O (3.3390, 3.5925, 1.0653)
P (2.3245, -1.1808, 0.2855)
N (3.8414, -1.2905, -0.2977)
H (-3.0695, 0.9930, 0.6089)
H (-2.9237, 2.6917, 1.4210)
H (-2.0271, 1.2377, 2.2591)
H (-1.4508, 2.6625, -0.6419)
H (-0.1021, 0.7456, -1.3560)
H (3.2548, 1.3113, -1.6570)
H (2.1403, 2.8244, -1.3365)
H (5.0374, 2.5905, 0.0617)
H (2.2028, -1.6717, 1.6603)
H (1.4638, -1.9714, -0.6104)
H (3.7339, -1.8893, -1.1675)
F (2.3014, -3.5530, -1.9100)
C (2.1081, -4.7484, -1.3372)
C (2.9857, -5.7905, -1.6157)
C (2.7878, -7.0339, -1.0155)
C (1.7070, -7.2246, -0.1510)
C (0.8288, -6.1738, 0.1183)
C (1.0334, -4.9276, -0.4733)
H (3.8148, -5.6261, -2.2962)
H (3.4728, -7.8529, -1.2206)
H (1.5505, -8.1959, 0.3134)
H (-0.0141, -6.3257, 0.7882)
H (0.3657, -4.0974, -0.2681)
F (4.2331, -9.6105, -1.6072)
C (5.2322, -9.5614, -2.4983)
C (5.0568, -8.8582, -3.6850)
C (6.0986, -8.8025, -4.6108)
C (7.3017, -9.4606, -4.3440)
C (7.4663, -10.1682, -3.1522)
C (6.4284, -10.2142, -2.2219)
H (4.1123, -8.3601, -3.8787)
H (5.9742, -8.2488, -5.5381)
H (8.1124, -9.4207, -5.0683)
H (8.4021, -10.6830, -2.9486)
H (6.5425, -10.7521, -1.2865)
F (-1.9429, 5.4481, -2.4465)
C (-3.1162, 5.3463, -1.8080)
C (-4.2966, 5.3376, -2.5429)
C (-5.5182, 5.2265, -1.8788)
C (-5.5462, 5.1361, -0.4850)
C (-4.3562, 5.1508, 0.2441)
C (-3.1344, 5.2507, -0.4210)
H (-4.2558, 5.4171, -3.6243)
H (-6.4463, 5.2109, -2.4448)
H (-6.4994, 5.0539, 0.0328)
H (-4.3806, 5.0845, 1.3292)
H (-2.1994, 5.2546, 0.1295)
F (6.1164, -12.4473, -6.4595)
C (4.7949, -12.6251, -6.3303)
C (4.1430, -12.1206, -5.2104)
C (2.7662, -12.3010, -5.0779)
C (2.0579, -12.9943, -6.0625)
C (2.7221, -13.5013, -7.1804)
C (4.0968, -13.3109, -7.3180)
H (4.7110, -11.5920, -4.4518)
H (2.2459, -11.9037, -4.2099)
H (0.9848, -13.1387, -5.9565)
H (2.1694, -14.0441, -7.9434)
H (4.6275, -13.6906, -8.1848)
F (2.2402, -8.5722, 2.3751)
C (2.0335, -7.9683, 3.5529)
C (1.9224, -6.5830, 3.6014)
C (1.7020, -5.9542, 4.8268)
C (1.6061, -6.7177, 5.9928)
C (1.7240, -8.1072, 5.9345)
C (1.9332, -8.7364, 4.7076)
H (2.0079, -6.0057, 2.6865)
H (1.6059, -4.8723, 4.8743)
H (1.4386, -6.2265, 6.9489)
H (1.6531, -8.6991, 6.8439)
H (2.0183, -9.8161, 4.6428)
F (1.7572, -9.5451, 8.7453)
C (1.5505, -8.9412, 9.9230)
C (1.4394, -7.5560, 9.9715)
C (1.2190, -6.9272, 11.1969)
C (1.1231, -7.6907, 12.3629)
C (1.2410, -9.0802, 12.3046)
C (1.4502, -9.7094, 11.0777)
H (1.5249, -6.9787, 9.0567)
H (1.1229, -5.8453, 11.2444)
H (0.9557, -7.1995, 13.3190)
H (1.1701, -9.6720, 13.2140)
H (1.5353, -10.7891, 11.0129)
F (3.9033, 7.8616, -4.1499)
C (2.5802, 7.8720, -3.9405)
C (1.8058, 8.8787, -4.5064)
C (0.4274, 8.8871, -4.2928)
C (-0.1602, 7.8936, -3.5057)
C (0.6263, 6.8902, -2.9378)
C (2.0030, 6.8759, -3.1608)
H (2.2808, 9.6468, -5.1080)
H (-0.1879, 9.6654, -4.7373)
H (-1.2347, 7.9030, -3.3357)
H (0.1673, 6.1204, -2.3222)
H (2.6280, 6.0983, -2.7344)
F (5.9749, -0.2068, 4.0098)
C (6.0337, 1.1272, 4.1174)
C (5.1322, 1.9115, 3.4062)
C (5.1898, 3.3003, 3.5220)
C (6.1563, 3.8903, 4.3402)
C (7.0600, 3.0947, 5.0462)
C (6.9949, 1.7057, 4.9389)
H (4.3938, 1.4358, 2.7690)
H (4.4845, 3.9220, 2.9761)
H (6.2037, 4.9737, 4.4268)
H (7.8139, 3.5563, 5.6792)
H (7.6837, 1.0720, 5.4875)
F (-5.2983, 8.5104, -5.3662)
C (-4.2992, 8.5594, -6.2573)
C (-4.4747, 9.2627, -7.4440)
C (-3.4328, 9.3184, -8.3698)
C (-2.2297, 8.6603, -8.1030)
C (-2.0651, 7.9527, -6.9113)
C (-3.1030, 7.9066, -5.9809)
H (-5.4191, 9.7607, -7.6377)
H (-3.5572, 9.8721, -9.2971)
H (-1.4190, 8.7002, -8.8274)
H (-1.1293, 7.4379, -6.7077)
H (-2.9889, 7.3688, -5.0456)
F (-3.3779, 2.2589, 3.5658)
C (-3.2961, 3.1760, 4.5389)
C (-4.3206, 3.2746, 5.4740)
C (-4.2334, 4.2259, 6.4904)
C (-3.1268, 5.0762, 6.5538)
C (-2.1061, 4.9728, 5.6075)
C (-2.1882, 4.0141, 4.5980)
H (-5.1764, 2.6111, 5.4039)
H (-5.0253, 4.3057, 7.2309)
H (-3.0614, 5.8210, 7.3441)
H (-1.2477, 5.6385, 5.6565)
H (-1.3997, 3.9140, 3.8596)
F (-8.3205, 6.2200, -3.3240)
C (-8.6895, 6.4333, -4.5941)
C (-9.4216, 5.4609, -5.2664)
C (-9.8105, 5.6848, -6.5871)
C (-9.4530, 6.8752, -7.2248)
C (-8.7136, 7.8430, -6.5432)
C (-8.3346, 7.6236, -5.2191)
H (-9.6830, 4.5388, -4.7575)
H (-10.3898, 4.9341, -7.1190)
H (-9.7527, 7.0475, -8.2564)
H (-8.4330, 8.7670, -7.0429)
H (-7.7674, 8.3689, -4.6714)
F (1.8035, 5.8495, -7.7291)
C (2.8821, 5.2110, -7.2564)
C (3.0946, 5.1507, -5.8835)
C (4.2149, 4.4816, -5.3908)
C (5.1168, 3.8889, -6.2779)
C (4.8975, 3.9592, -7.6544)
C (3.7713, 4.6188, -8.1463)
H (2.3876, 5.6241, -5.2101)
H (4.3859, 4.4221, -4.3188)
H (5.9928, 3.3710, -5.8933)
H (5.6030, 3.5008, -8.3431)
H (3.5807, 4.6753, -9.2129)
F (-5.3710, 2.8215, 8.9137)
C (-6.6925, 2.6437, 9.0430)
C (-7.3445, 3.1482, 10.1628)
C (-8.7212, 2.9677, 10.2953)
C (-9.4296, 2.2745, 9.3107)
C (-8.7653, 1.7675, 8.1928)
C (-7.3906, 1.9578, 8.0552)
H (-6.7764, 3.6767, 10.9214)
H (-9.2415, 3.3651, 11.1633)
H (-10.5026, 2.1301, 9.4167)
H (-9.3180, 1.2247, 7.4298)
H (-6.8599, 1.5782, 7.1884)

Total energy (computed, a.u.): -5278.52201; -6296.05144